[1]
Formula: C31H58As2BrI2O9PtSi2
Source: the OMol25 dataset
Level of theory: ωB97M-V with the def2-TZVPD basis set

The HOMO energy comes out at -10.73 eV. For the frontier orbital gap, the calculation gives 7.1537 eV.

```
! RIJCOSX wB97M-V def2-TZVPD def2/J DEFGRID3
* xyz 1 1
Pt -1.796 0.259 -0.455
I -4.131 -0.684 -0.072
C -3.614 -2.768 -0.229
I -1.586 -2.905 -0.858
H -4.252 -3.223 -0.977
H -3.743 -3.205 0.756
C -0.394 3.190 -0.692
Si -2.266 3.373 -0.841
C -2.912 4.735 -1.939
C -3.045 3.546 0.841
C -2.609 1.699 -1.591
H 0.135 3.957 -0.126
H 0.062 2.961 -1.660
H 0.799 1.997 0.155
H -2.679 5.710 -1.505
H -3.997 4.663 -2.025
H -2.496 4.711 -2.948
H -2.805 4.512 1.287
H -2.726 2.768 1.537
H -4.133 3.499 0.735
H -2.141 1.560 -2.573
H -3.690 1.585 -1.726
O -0.185 2.013 0.127
C 3.459 0.895 3.881
O 2.169 0.547 4.401
C 1.319 -0.013 3.553
O 1.557 -0.210 2.379
C 0.005 -0.364 4.163
C -0.176 -0.567 5.465
As -1.882 -0.597 6.546
C -1.590 -2.403 7.274
C -2.971 -0.972 4.959
C -2.643 -0.041 4.040
As -1.322 -0.548 2.661
C -1.073 -2.500 2.764
C -2.405 1.418 4.335
O -1.440 2.001 3.906
O -3.361 2.125 4.955
C -4.631 1.578 5.323
C -3.664 -2.221 4.500
O -3.943 -2.437 3.348
O -4.099 -3.065 5.461
C -4.977 -2.535 6.461
C 0.919 -0.602 6.494
O 0.874 0.151 7.430
O 1.875 -1.543 6.444
C 1.800 -2.644 5.539
H 4.007 1.317 4.717
H 3.351 1.627 3.082
H 3.961 0.009 3.495
H -0.712 -2.333 7.916
H -1.433 -3.144 6.494
H -2.435 -2.693 7.891
H -1.080 -2.852 3.794
H -0.074 -2.647 2.344
H -1.796 -3.058 2.181
H -5.238 2.434 5.601
H -4.543 0.909 6.177
H -5.092 1.056 4.484
H -5.152 -3.339 7.170
H -5.924 -2.246 6.003
H -4.551 -1.677 6.982
H 2.649 -3.276 5.783
H 1.872 -2.333 4.498
H 0.878 -3.208 5.689
C 0.328 -2.043 -5.552
C 1.810 -1.777 -5.238
C 2.263 -2.914 -4.311
C 2.612 -1.878 -6.548
Si 2.100 -0.063 -4.424
Br 0.411 0.097 -2.856
C 1.784 1.438 -5.581
C 0.595 1.176 -6.517
C 1.445 2.725 -4.811
C 3.028 1.703 -6.448
C 3.705 0.062 -3.376
C 3.650 -0.795 -2.100
C 4.917 -0.387 -4.210
C 3.950 1.505 -2.910
H 0.250 -3.021 -6.036
H -0.109 -1.310 -6.224
H -0.274 -2.073 -4.643
H 2.003 -3.869 -4.776
H 1.760 -2.871 -3.342
H 3.340 -2.918 -4.143
H 2.509 -2.891 -6.950
H 3.678 -1.692 -6.405
H 2.246 -1.191 -7.311
H -0.315 0.938 -5.961
H 0.787 0.374 -7.229
H 0.400 2.084 -7.097
H 0.509 2.621 -4.260
H 1.314 3.534 -5.535
H 2.223 3.030 -4.115
H 3.335 0.827 -7.022
H 3.881 2.037 -5.857
H 2.799 2.498 -7.164
H 3.500 -1.854 -2.299
H 2.863 -0.461 -1.423
H 4.605 -0.692 -1.576
H 4.878 -1.448 -4.456
H 5.830 -0.223 -3.629
H 5.020 0.174 -5.141
H 3.101 1.897 -2.344
H 4.161 2.185 -3.734
H 4.821 1.516 -2.248
*
```

These are the Mulliken partial charges, in e, on atoms 1 to 2:
1. Pt 0.759
2. I 0.058


[2]
Formula: C31H58BI2N5P3Pd
Source: the OMol25 dataset
Level of theory: ωB97M-V with the def2-TZVPD basis set

The HOMO energy (spin up / spin down) comes out at -15.51 / -15.52 eV. For the frontier orbital gap (spin up / spin down), the calculation gives 3.4612 / 3.4771 eV.

```
! RIJCOSX wB97M-V def2-TZVPD def2/J DEFGRID3
* xyz 3 1
Pd -0.447 -0.799 0.049
C -4.078 1.628 2.143
C -3.017 1.163 3.138
C -3.425 -0.220 3.638
C -2.900 2.105 4.327
P -1.356 0.984 2.164
C -0.296 0.152 3.465
N 0.932 -0.246 2.849
B 1.100 -0.560 1.443
N 2.525 -0.717 1.276
C 3.218 -0.823 0.023
P 2.054 -1.442 -1.302
C 2.461 -3.307 -1.347
C 1.938 -3.844 -0.014
C 1.703 -3.935 -2.516
C 3.945 -3.624 -1.485
C 2.699 -0.460 -2.796
C 2.136 0.946 -2.556
C 4.217 -0.392 -2.923
C 2.111 -1.049 -4.079
C 3.139 -0.573 2.477
C 4.487 -0.619 2.832
C 4.810 -0.400 4.151
C 3.820 -0.144 5.128
C 2.486 -0.084 4.802
C 2.133 -0.292 3.467
C -0.438 2.660 1.948
C 0.288 3.138 3.204
C -1.448 3.720 1.510
C 0.583 2.471 0.825
H -5.052 1.615 2.626
H -4.117 0.942 1.297
H -3.907 2.637 1.783
H -4.422 -0.150 4.066
H -2.773 -0.596 4.420
H -3.470 -0.935 2.820
H -3.867 2.125 4.830
H -2.670 3.127 4.048
H -2.171 1.753 5.053
H -0.828 -0.731 3.843
H -0.110 0.829 4.304
H 4.090 -1.479 0.109
H 3.573 0.178 -0.257
H 0.882 -3.601 0.112
H 2.486 -3.430 0.832
H 2.052 -4.926 0.015
H 0.699 -3.526 -2.619
H 1.620 -5.009 -2.365
H 2.232 -3.781 -3.451
H 4.518 -3.367 -0.597
H 4.393 -3.149 -2.351
H 4.034 -4.701 -1.627
H 2.643 1.445 -1.732
H 1.068 0.893 -2.316
H 2.276 1.560 -3.445
H 4.712 -0.045 -2.020
H 4.456 0.313 -3.717
H 4.643 -1.348 -3.207
H 1.076 -1.355 -3.945
H 2.682 -1.911 -4.408
H 2.162 -0.315 -4.879
H 5.259 -0.807 2.105
H 5.843 -0.422 4.455
H 4.123 0.011 6.151
H 1.740 0.104 5.556
H -0.366 3.204 4.069
H 0.663 4.143 3.013
H 1.149 2.520 3.444
H -2.137 3.980 2.308
H -2.014 3.386 0.643
H -0.920 4.633 1.236
H 1.411 1.842 1.145
H 0.991 3.438 0.539
H 0.124 2.012 -0.056
I -1.408 -3.059 2.214
C -2.143 -4.225 0.587
I -1.868 -3.125 -1.225
H -3.207 -4.405 0.721
H -1.591 -5.156 0.528
C -4.156 2.141 -3.038
N -4.269 0.696 -2.955
C -3.832 0.078 -4.193
N -2.448 0.447 -4.417
C -2.314 1.889 -4.527
N -2.772 2.500 -3.293
C -1.909 2.275 -2.180
P -1.803 0.442 -1.707
C -3.691 0.143 -1.783
C -1.536 -0.149 -3.500
H -4.492 2.592 -2.101
H -4.787 2.514 -3.851
H -4.448 0.439 -5.021
H -3.924 -1.009 -4.130
H -2.925 2.249 -5.359
H -1.273 2.159 -4.717
H -2.282 2.841 -1.321
H -0.904 2.639 -2.419
H -4.143 0.606 -0.901
H -3.872 -0.935 -1.759
H -1.653 -1.241 -3.532
H -0.515 0.106 -3.795
*
```

These are the Mulliken partial charges, in e, on atoms 1 to 2:
1. Pd 0.064
2. C -1.983


[3]
Formula: C31H58BrF7N4O9PS2
Source: the OMol25 dataset
Level of theory: ωB97M-V with the def2-TZVPD basis set

The HOMO energy comes out at -10.29 eV. For the frontier orbital gap, the calculation gives 5.3097 eV.

```
! RIJCOSX wB97M-V def2-TZVPD def2/J DEFGRID3
* xyz 1 1
C -0.852 0.429 1.532
C -0.683 -0.086 0.086
C 0.596 -0.948 -0.012
C 0.556 -1.987 -1.092
N -0.308 -1.796 -2.092
C -0.489 -2.676 -3.104
P -1.743 -2.370 -4.440
S -1.943 -3.884 -5.626
C 0.239 -3.832 -3.136
C 1.165 -4.088 -2.113
C 1.885 -5.418 -2.207
C 1.517 -6.344 -1.046
O 2.240 -7.124 -0.593
Br -0.305 -6.210 -0.368
C 1.351 -3.144 -1.091
S 2.559 -3.447 0.205
O 3.575 -4.333 -0.262
O 1.835 -3.876 1.357
C 3.503 -1.887 0.603
F 2.941 -1.228 1.610
F 3.567 -1.131 -0.505
C 4.955 -2.246 1.040
F 5.682 -2.575 -0.023
F 4.933 -3.235 1.932
C 5.647 -1.005 1.738
F 5.394 -1.024 3.035
F 6.956 -1.111 1.563
F 5.247 0.145 1.207
H -1.129 1.473 1.526
H -1.590 -0.176 2.045
H 0.094 0.328 2.056
H -0.549 0.776 -0.564
H -1.558 -0.661 -0.209
H 1.441 -0.287 -0.152
H 0.672 -1.509 0.915
H -0.874 -0.955 -2.117
H -2.934 -2.192 -3.710
H -1.444 -1.134 -5.052
H 0.083 -4.563 -3.912
H 2.957 -5.277 -2.232
H 1.531 -5.949 -3.084
C 2.868 3.735 -6.422
O 2.002 4.011 -5.334
C 1.079 5.068 -5.583
C -0.336 4.535 -5.636
N -0.545 3.718 -6.826
C -1.805 2.984 -6.837
C -2.007 1.914 -5.771
O -1.136 0.792 -5.902
C 0.133 0.946 -5.284
H 3.603 3.009 -6.080
H 2.326 3.307 -7.273
H 3.393 4.636 -6.748
H 1.330 5.609 -6.498
H 1.155 5.770 -4.748
H -1.038 5.373 -5.652
H -0.506 3.966 -4.711
H 0.215 3.056 -6.905
H -1.886 2.500 -7.813
H -2.630 3.700 -6.771
H -3.018 1.518 -5.896
H -1.957 2.319 -4.754
H 0.082 1.586 -4.399
H 0.872 1.344 -5.980
H 0.482 -0.047 -4.980
C -4.207 1.260 1.992
O -3.529 2.032 1.014
C -3.879 1.698 -0.322
C -4.640 2.824 -0.990
N -5.969 2.966 -0.418
C -6.691 4.161 -0.854
C -6.127 5.521 -0.456
O -6.176 5.783 0.932
C -5.074 5.315 1.686
H -3.777 1.508 2.961
H -5.275 1.491 2.019
H -4.074 0.188 1.813
H -4.449 0.764 -0.362
H -2.942 1.544 -0.872
H -4.735 2.606 -2.058
H -4.041 3.739 -0.880
H -5.891 2.990 0.591
H -7.699 4.089 -0.442
H -6.792 4.127 -1.943
H -6.762 6.279 -0.922
H -5.115 5.687 -0.845
H -4.148 5.325 1.104
H -5.253 4.308 2.076
H -4.952 5.980 2.540
C 1.382 -3.998 8.884
O 2.669 -4.076 8.300
C 2.697 -4.721 7.034
C 3.051 -3.738 5.939
N 1.969 -2.785 5.717
C 2.323 -1.677 4.838
C 3.393 -0.694 5.312
O 3.002 0.080 6.427
C 3.232 -0.513 7.695
H 1.503 -3.604 9.891
H 0.723 -3.324 8.325
H 0.916 -4.986 8.948
H 1.749 -5.223 6.821
H 3.477 -5.487 7.078
H 3.237 -4.286 5.011
H 3.983 -3.238 6.235
H 1.676 -2.408 6.608
H 1.406 -1.102 4.668
H 2.623 -2.091 3.873
H 3.562 0.022 4.503
H 4.356 -1.183 5.495
H 4.111 -1.161 7.689
H 2.362 -1.078 8.037
H 3.402 0.294 8.408
*
```

These are the Mulliken partial charges, in e, on atoms 1 to 2:
1. C -1.450
2. C -0.941


[4]
Formula: C31H58Cl12N3O3
Source: the OMol25 dataset
Level of theory: ωB97M-V with the def2-TZVPD basis set

The HOMO energy (spin up / spin down) comes out at -8.71 / -9.59 eV. For the frontier orbital gap (spin up / spin down), the calculation gives 8.8619 / 9.1243 eV. Its expectation value of S² is 3.766.

```
! RIJCOSX wB97M-V def2-TZVPD def2/J DEFGRID3
* xyz 0 4
C 5.888 16.498 -1.032
Cl 4.886 15.193 -0.475
Cl 7.586 15.991 -1.276
Cl 5.650 17.968 0.139
H 5.582 16.821 -2.027
C 7.795 8.815 5.491
Cl 7.221 7.078 4.973
Cl 8.510 9.615 4.182
Cl 9.007 8.744 6.933
H 6.845 9.297 5.722
C 10.247 7.828 -5.976
Cl 9.953 7.739 -4.149
Cl 9.515 9.243 -6.655
Cl 9.339 6.459 -6.620
H 11.288 7.669 -6.255
C -8.112 3.853 -6.128
Cl -9.002 2.386 -6.683
Cl -6.446 3.800 -6.728
Cl -8.167 3.922 -4.301
H -8.623 4.716 -6.556
C 3.487 -4.583 6.858
C 2.142 -5.395 6.915
C 0.867 -4.550 6.648
C 0.730 -4.197 5.113
C 0.556 -5.447 4.292
C 1.650 -6.441 4.462
N 1.996 -6.566 5.965
O 2.762 -7.740 6.304
C 1.091 -7.750 3.825
C 2.865 -5.996 3.646
C 1.991 -5.871 8.433
H 4.216 -5.380 6.711
H 3.748 -3.959 7.713
H 3.505 -4.056 5.905
H 0.008 -5.098 7.036
H 0.999 -3.580 7.127
H 1.483 -3.526 4.698
H -0.197 -3.625 5.074
H 0.506 -5.180 3.236
H -0.419 -5.805 4.624
H 0.465 -8.309 4.519
H 0.786 -7.525 2.802
H 1.971 -8.386 3.732
H 2.465 -5.921 2.635
H 3.265 -5.084 4.089
H 3.510 -6.870 3.742
H 1.057 -6.404 8.611
H 2.010 -4.963 9.034
H 2.737 -6.535 8.870
C -8.481 -6.291 -0.551
C -7.100 -6.247 -1.106
C -7.154 -7.329 -2.210
C -6.061 -7.185 -3.296
C -6.039 -5.877 -3.882
C -5.781 -4.768 -2.845
N -6.773 -4.942 -1.706
O -7.079 -3.757 -0.900
C -4.244 -4.995 -2.452
C -5.880 -3.492 -3.659
C -6.109 -6.695 -0.064
H -8.539 -7.338 -0.252
H -9.117 -5.867 -1.328
H -8.636 -5.869 0.442
H -7.184 -8.362 -1.863
H -8.096 -7.434 -2.749
H -6.356 -7.894 -4.070
H -5.078 -7.526 -2.973
H -6.936 -5.628 -4.449
H -5.239 -5.858 -4.622
H -3.941 -4.320 -1.652
H -3.840 -5.973 -2.192
H -3.648 -4.602 -3.277
H -5.165 -3.472 -4.481
H -6.917 -3.432 -3.989
H -5.839 -2.686 -2.927
H -5.065 -6.661 -0.376
H -6.251 -7.720 0.279
H -6.104 -6.047 0.813
C 3.499 6.212 -1.106
C 2.127 6.420 -1.927
C 2.531 6.199 -3.431
C 2.416 4.711 -3.958
C 1.199 4.030 -3.363
C 1.035 4.138 -1.909
N 1.022 5.528 -1.454
O 0.542 5.750 -0.099
C -0.373 3.553 -1.813
C 1.915 3.047 -1.240
C 1.784 7.951 -1.867
H 3.201 6.357 -0.068
H 4.330 6.900 -1.262
H 3.881 5.207 -1.288
H 2.128 6.946 -4.114
H 3.558 6.512 -3.620
H 3.337 4.194 -3.690
H 2.274 4.702 -5.039
H 1.428 3.043 -3.766
H 0.388 4.479 -3.937
H -1.015 3.844 -0.981
H -1.056 3.783 -2.630
H -0.354 2.470 -1.929
H 1.718 1.998 -1.464
H 2.936 3.402 -1.381
H 1.864 3.138 -0.155
H 0.739 8.133 -2.117
H 2.409 8.633 -2.444
H 1.976 8.091 -0.803
*
```

These are the Mulliken partial charges, in e, on atoms 1 to 2:
1. C 0.052
2. Cl -0.088


Question: Which formula does entry 3 have?
Answer: C31H58BrF7N4O9PS2